Below is a molecular structure, C5H15Co3FN5O18P2 in a non-equilibrium geometry, with properties calculated with wB97M-V/def2-TZVPD.

The geometry in XYZ format:
```
49
C5H15Co3FN5O18P2, DFT wB97M-V/def2-TZVPD
Co -1.82 1.30 2.51
Co 0.66 -1.76 1.35
Co -2.65 -1.46 1.18
P -0.68 0.18 0.19
O 0.73 -0.38 0.01
O -0.99 1.57 0.74
O -0.90 -0.46 1.64
O -1.87 -0.68 -0.38
P -1.05 -3.38 2.54
O -2.11 -2.31 2.88
O 0.47 -3.07 2.70
O -1.00 -2.98 1.05
O -1.55 -4.80 2.31
F -3.59 0.29 2.05
C -3.35 2.20 -1.21
N -3.53 3.26 -0.15
O -3.50 2.92 0.95
O -3.55 4.47 -0.43
H -3.83 2.32 -2.18
H -3.80 1.32 -0.77
H -2.30 2.13 -1.50
C 0.35 2.86 -1.88
N 1.36 3.87 -2.13
O 1.94 3.79 -3.19
O 1.46 4.78 -1.42
H 0.52 2.00 -2.53
H -0.59 3.42 -1.93
H 0.47 2.59 -0.83
C -0.90 -2.08 -2.94
N -0.58 -3.18 -2.01
O 0.58 -3.46 -1.89
O -1.49 -3.82 -1.51
H -0.60 -1.10 -2.55
H -1.98 -2.09 -3.08
H -0.31 -2.31 -3.83
C 2.03 -1.44 4.77
N 2.77 -0.79 3.59
O 2.29 -0.89 2.46
O 3.75 -0.08 3.81
H 1.09 -0.91 4.89
H 2.57 -1.34 5.71
H 1.85 -2.51 4.63
C 3.33 0.37 -1.31
N 3.40 0.17 -2.74
O 2.45 0.56 -3.42
O 4.44 -0.26 -3.20
H 2.50 1.04 -1.07
H 4.30 0.75 -1.00
H 3.21 -0.63 -0.89
```

Summary:
M ... 690.94 g/mol
HOMO-LUMO gap (spin up / spin down) ... 7.2 / 7.0 eV
2S+1 ... 11
Strongest force on any atom ... 5.65 eV/A
Highest occupied orbital energy (spin up / spin down) ... -9.92 / -10.03 eV


Below is a molecular structure, C35H36AuClIN4O2 in a non-equilibrium geometry, with properties calculated with wB97M-V/def2-TZVPD.

The geometry in XYZ format:
```
80
C35H36AuClIN4O2, DFT wB97M-V/def2-TZVPD
Au -0.27 -1.18 -0.82
C 3.23 3.56 2.02
C 3.04 4.17 0.61
C 3.94 5.06 0.12
C 3.69 5.81 -1.03
C 2.52 5.57 -1.71
C 1.66 4.56 -1.25
C 1.91 3.88 -0.12
N 1.05 2.86 0.40
C 1.03 1.59 -0.14
N 2.15 1.08 -0.71
C 2.48 -0.19 -1.30
C 1.59 -1.18 -1.54
C 1.99 -2.35 -2.18
C 3.30 -2.43 -2.60
C 4.20 -1.43 -2.41
C 3.81 -0.25 -1.77
C 4.80 0.77 -1.48
N -0.07 0.92 -0.09
C -1.19 1.39 0.61
C -1.12 1.50 2.03
C -2.24 1.85 2.72
C -3.48 2.02 2.12
C -3.54 1.93 0.73
C -2.44 1.66 -0.06
C -2.51 1.52 -1.56
H 4.30 3.39 2.21
H 2.80 2.62 2.27
H 2.90 4.28 2.75
H 4.89 5.31 0.60
H 4.41 6.58 -1.37
H 2.34 6.20 -2.60
H 0.81 4.27 -1.84
H 0.08 3.21 0.56
H 2.89 1.74 -0.77
H 1.24 -3.07 -2.36
H 3.67 -3.36 -3.06
H 5.19 -1.38 -2.91
H 5.76 0.48 -1.89
H 4.86 1.02 -0.40
H 4.60 1.79 -1.88
H -0.15 1.36 2.49
H -2.12 2.03 3.78
H -4.30 2.30 2.69
H -4.52 2.01 0.24
H -3.53 1.64 -1.95
H -2.27 0.46 -1.88
H -1.80 2.15 -2.08
Cl -5.11 -0.96 4.56
C -4.37 -1.22 3.00
C -5.17 -1.28 1.89
C -4.64 -1.50 0.64
I -5.87 -1.88 -0.89
C -3.20 -1.47 0.53
O -2.66 -1.47 -0.62
C -2.36 -1.46 1.76
N -1.04 -1.58 1.60
C -0.23 -1.61 2.64
C -0.73 -1.53 3.92
C -2.13 -1.48 4.09
C -2.97 -1.38 3.00
H -6.24 -1.10 2.03
H 0.83 -1.68 2.46
H -0.08 -1.51 4.74
H -2.55 -1.41 5.12
C 1.00 -4.75 -0.14
C -0.35 -5.02 -0.77
O -0.75 -3.92 -1.50
C -1.97 -4.16 -2.23
C -2.22 -3.01 -3.16
H 1.25 -5.66 0.41
H 1.02 -3.78 0.47
H 1.73 -4.55 -0.92
H -1.08 -5.22 0.04
H -0.23 -5.85 -1.43
H -2.77 -4.17 -1.53
H -1.93 -5.09 -2.77
H -2.01 -2.06 -2.65
H -3.24 -2.99 -3.47
H -1.51 -2.95 -3.98
```

Summary:
M ... 904.02 g/mol
Energy relative to the best compared isomer or geometry (same formula, charge and spin) ... 0.578 eV
HOMO-LUMO gap (spin up / spin down) ... 6.9 / 5.5 eV
2S+1 ... 3
Strongest force on any atom ... 2.78 eV/A
Total charge ... +1
Highest occupied orbital energy (spin up / spin down) ... -10.22 / -10.67 eV